{
  "formula": "C29H33N8ReSSe",
  "method": "ωB97M-V with the def2-TZVPD basis set",
  "homo_lumo_gap_ev": [6.666, 6.588],
  "e_lumo_ev": [-9.473, -9.806],
  "s_squared": 3.781,
  "spin_multiplicity": 4,
  "total_charge": 3,
  "relative_energy_kcal_mol": 9.0,
  "mol_weight_g_mol": 790.87,
  "symbols": ["Re", "C", "C", "C", "C", "C", "C", "C", "C", "C", "C", "H", "H", "H", "H", "H", "H", "H", "H", "H", "H", "H", "H", "H", "H", "H", "Se", "N", "C", "C", "C", "C", "C", "N", "C", "C", "N", "C", "C", "C", "C", "C", "N", "H", "H", "H", "H", "H", "H", "S", "C", "N", "C", "C", "C", "N", "H", "H", "H", "H", "H", "H", "H", "H", "N", "C", "C", "C", "N", "H", "H", "H", "H"],
  "positions_angstrom": [[1.0468, 0.0572, 0.4004], [1.9320, -1.2791, -1.3229], [1.6658, -2.6265, -0.8195], [0.5557, -3.1795, -1.5141], [0.2287, -2.3328, -2.5754], [1.1036, -1.2279, -2.5398], [1.3358, -0.2666, -3.6400], [-0.8215, -2.6171, -3.5992], [-0.0720, -4.4964, -1.2233], [2.5470, -3.4369, 0.0455], [3.3763, -0.8068, -1.4893], [2.1108, -0.6819, -4.2967], [1.7066, 0.6958, -3.2883], [0.4558, -0.1161, -4.2637], [-0.6764, -3.6139, -4.0182], [-0.7958, -1.9041, -4.4200], [-1.8219, -2.6026, -3.1576], [0.5662, -5.3061, -1.5919], [-1.0381, -4.5948, -1.7152], [-0.1847, -4.6581, -0.1497], [3.0268, -4.1947, -0.5855], [1.9791, -3.9977, 0.7937], [3.3393, -2.8646, 0.5179], [3.4260, 0.2621, -1.7133], [3.8513, -1.3269, -2.3252], [3.9835, -1.0041, -0.6101], [-1.6799, 7.2153, 0.1280], [-0.8445, 6.3067, 1.3707], [-0.6999, 5.0777, 0.9393], [-0.0554, 4.0237, 1.6870], [0.4064, 4.1722, 3.0004], [0.9941, 3.0956, 3.6325], [1.1357, 1.8989, 2.9431], [0.7088, 1.7393, 1.6878], [0.0964, 2.7805, 1.0615], [-0.4522, 2.5112, -0.2514], [-0.3293, 1.2333, -0.7182], [-0.9569, 0.9324, -1.8562], [-1.6405, 1.8677, -2.6233], [-1.7203, 3.1719, -2.1894], [-1.1424, 3.5031, -0.9587], [-1.2317, 4.8197, -0.3708], [-1.7934, 5.8471, -0.9602], [0.2780, 5.1253, 3.4979], [1.3514, 3.1705, 4.6497], [1.5978, 1.0442, 3.4181], [-0.9215, -0.1043, -2.1560], [-2.0967, 1.5615, -3.5546], [-2.2364, 3.9373, -2.7550], [-0.5272, -1.5101, 1.2954], [-2.1942, -0.9984, 1.0709], [-2.5890, 0.2268, 1.3647], [-4.0023, 0.6358, 1.3172], [-4.8718, -0.5815, 1.5944], [-4.5086, -1.6868, 0.6173], [-3.0537, -1.9064, 0.6576], [-1.9148, 0.8417, 1.7872], [-4.2248, 1.0587, 0.3344], [-4.1624, 1.4095, 2.0649], [-5.9250, -0.3272, 1.5026], [-4.6924, -0.9263, 2.6146], [-4.8006, -1.4221, -0.4008], [-5.0073, -2.6175, 0.8789], [-2.7003, -2.8307, 0.4604], [2.7779, -1.4289, 2.6092], [3.9715, -1.3093, 3.2069], [4.6316, -0.2542, 2.6058], [3.7484, 0.2176, 1.6424], [2.6169, -0.5109, 1.6359], [2.0479, -2.0885, 2.8271], [4.2790, -1.9647, 4.0064], [5.6151, 0.1221, 2.8295], [3.8919, 1.0404, 0.9565]],
  "atomic_forces_ev_per_a": [[-0.769, -1.339, 0.003], [-0.109, 0.158, 0.447], [0.107, 0.088, -0.340], [-0.116, 0.088, -0.096], [0.062, -0.066, 0.095], [0.006, -0.114, 0.070], [-0.010, 0.024, -0.052], [0.060, 0.011, 0.023], [0.140, -0.010, 0.030], [-0.034, 0.007, 0.111], [-0.032, -0.090, -0.054], [0.008, 0.036, 0.001], [-0.025, 0.025, -0.001], [0.014, 0.018, 0.006], [-0.030, 0.025, -0.049], [-0.038, -0.021, -0.020], [0.006, 0.010, -0.017], [-0.043, -0.014, -0.010], [-0.005, -0.034, 0.046], [-0.056, 0.001, -0.014], [-0.009, -0.018, 0.015], [0.021, 0.015, 0.007], [-0.002, 0.017, 0.019], [0.068, 0.026, 0.028], [0.016, 0.061, -0.020], [-0.007, 0.003, -0.001], [-0.098, 0.457, -0.046], [0.216, -0.175, 0.526], [-0.221, 0.201, -0.450], [0.141, -0.401, 0.027], [-0.011, -0.021, -0.059], [-0.018, 0.057, -0.060], [0.090, -0.011, 0.195], [-0.123, 0.020, -0.291], [0.028, 0.254, 0.323], [-0.235, 0.142, -0.310], [-0.278, 0.448, -0.080], [-0.085, -0.170, 0.062], [-0.024, 0.106, -0.012], [0.019, -0.016, 0.048], [0.173, -0.429, 0.003], [0.101, 0.354, 0.362], [-0.156, -0.355, -0.415], [0.035, 0.005, 0.000], [-0.007, -0.018, 0.004], [0.008, -0.007, -0.055], [0.031, 0.002, -0.021], [-0.022, -0.030, 0.026], [0.002, -0.011, -0.010], [1.032, 0.630, -0.421], [-0.025, 0.159, 0.053], [-0.109, -0.015, -0.043], [-0.229, -0.024, -0.051], [0.208, -0.024, 0.000], [-0.255, 0.109, 0.023], [-0.047, -0.018, 0.032], [0.107, -0.013, 0.025], [0.023, 0.011, 0.026], [0.085, 0.003, 0.010], [-0.003, 0.003, -0.032], [-0.081, 0.020, 0.019], [0.026, -0.027, 0.002], [0.087, -0.044, -0.003], [0.079, 0.022, -0.022], [0.022, -0.070, 0.236], [-0.006, 0.033, -0.034], [-0.012, 0.126, -0.104], [0.241, -0.190, 0.251], [0.283, 0.118, 0.091], [-0.083, -0.020, -0.062], [-0.065, -0.031, -0.008], [-0.010, -0.037, 0.035], [-0.057, -0.028, -0.022]],
  "lowdin_charge": [1.273, -0.386, -0.220, -0.197, -0.182, -0.208, -0.007, 0.002, -0.001, 0.000, -0.049, 0.128, 0.094, 0.088, 0.108, 0.084, 0.095, 0.116, 0.088, 0.086, 0.131, 0.100, 0.071, 0.084, 0.112, 0.058, 1.291, -0.205, -0.335, -0.059, 0.073, 0.017, -0.084, -0.062, -0.145, -0.141, -0.058, -0.101, 0.012, 0.065, -0.061, -0.335, -0.207, 0.143, 0.135, 0.116, 0.102, 0.133, 0.142, 0.725, -0.692, 0.053, -0.125, -0.134, -0.120, 0.058, 0.119, 0.131, 0.137, 0.138, 0.136, 0.135, 0.141, 0.140, 0.030, -0.013, 0.006, -0.129, -0.204, 0.153, 0.150, 0.128, 0.132]
}

{
  "formula": "C29H33N8STb",
  "method": "ωB97M-V with the def2-TZVPD basis set",
  "homo_lumo_gap_ev": [7.323, 7.408],
  "e_lumo_ev": [-5.722, -5.641],
  "s_squared": 12.678,
  "spin_multiplicity": 7,
  "total_charge": 2,
  "mol_weight_g_mol": 684.63,
  "symbols": ["Tb", "C", "C", "C", "C", "C", "C", "C", "N", "N", "C", "C", "C", "C", "C", "C", "N", "C", "C", "C", "C", "C", "C", "N", "H", "H", "H", "H", "H", "H", "H", "H", "H", "H", "H", "H", "H", "H", "H", "H", "H", "H", "H", "H", "C", "C", "N", "C", "S", "N", "N", "C", "C", "C", "C", "C", "C", "C", "N", "H", "H", "H", "H", "H", "H", "H", "H", "H", "H", "H", "H", "H"],
  "positions_angstrom": [[-0.2500, -0.0530, 0.5091], [3.1723, 0.6758, 0.3417], [2.8618, 1.4302, -0.9499], [1.9140, 2.5746, -0.7337], [2.3494, 3.8601, -1.0066], [1.5092, 4.9391, -0.7922], [0.2417, 4.6898, -0.3034], [-0.1258, 3.3837, -0.0505], [0.6776, 2.3193, -0.2496], [2.3714, -0.5591, 0.5571], [2.6968, -1.5670, -0.4735], [1.7080, -1.6575, -1.6161], [1.8939, -2.6218, -2.5932], [1.0386, -2.6511, -3.6809], [0.0192, -1.7101, -3.7690], [-0.1214, -0.8055, -2.7411], [0.6935, -0.7863, -1.6703], [2.7272, -1.0459, 1.9051], [2.0765, -0.2245, 2.9890], [2.6997, -0.0345, 4.2071], [2.0473, 0.6888, 5.1943], [0.7921, 1.2115, 4.9284], [0.2373, 0.9850, 3.6866], [0.8598, 0.2779, 2.7274], [3.0032, 1.3306, 1.1967], [4.2299, 0.3918, 0.3598], [2.4576, 0.7591, -1.7044], [3.7914, 1.8235, -1.3556], [3.3499, 4.0088, -1.3904], [1.8405, 5.9482, -1.0001], [-0.4626, 5.4885, -0.1151], [-1.1104, 3.1696, 0.3347], [2.7731, -2.5508, -0.0098], [3.6840, -1.3609, -0.9008], [2.7126, -3.3265, -2.5089], [1.1714, -3.3908, -4.4604], [-0.6539, -1.6821, -4.6146], [-0.9173, -0.0694, -2.7534], [3.8124, -1.0394, 2.0464], [2.4118, -2.0792, 2.0098], [3.6867, -0.4444, 4.3792], [2.5168, 0.8466, 6.1566], [0.2498, 1.7864, 5.6657], [-0.7421, 1.3755, 3.4424], [-3.9116, 4.3619, -0.9328], [-4.5048, 3.2593, -0.0677], [-4.2205, 1.9280, -0.5976], [-3.3208, 1.0436, -0.1585], [-2.4704, 1.3474, 1.3489], [-3.2183, -0.0572, -0.8862], [-2.2717, -0.9513, -0.4736], [-2.4885, -2.1850, -0.7543], [-3.7624, -2.6683, -1.3647], [-1.4346, -3.1454, -0.3529], [-1.4661, -4.4565, -0.8023], [-0.5352, -5.3670, -0.3301], [0.3858, -4.9465, 0.6132], [0.3651, -3.6171, 0.9914], [-0.4887, -2.7136, 0.5038], [-4.1456, 5.3400, -0.5111], [-4.3186, 4.3298, -1.9449], [-2.8259, 4.2615, -1.0005], [-5.5865, 3.3689, -0.0009], [-4.1146, 3.3066, 0.9446], [-4.6656, 1.6643, -1.4658], [-4.5578, -1.9630, -1.1495], [-4.0303, -3.6513, -0.9810], [-3.6755, -2.7368, -2.4541], [-2.2253, -4.7627, -1.5075], [-0.5503, -6.3947, -0.6696], [1.0960, -5.6296, 1.0586], [1.0480, -3.2699, 1.7513]],
  "atomic_forces_ev_per_a": [[0.349, 0.328, -0.087], [-0.025, -0.016, -0.080], [-0.051, -0.041, 0.083], [-0.086, -0.071, -0.020], [0.021, 0.083, -0.065], [0.030, 0.027, -0.010], [-0.035, 0.044, -0.011], [0.020, -0.098, -0.036], [0.038, 0.030, 0.020], [-0.225, 0.032, 0.038], [-0.021, 0.010, 0.007], [-0.007, 0.021, 0.051], [0.062, -0.016, -0.125], [-0.010, -0.022, -0.020], [0.044, -0.034, -0.060], [-0.011, 0.009, 0.068], [-0.165, -0.073, 0.044], [0.010, 0.090, -0.018], [0.002, 0.014, -0.040], [0.062, 0.020, 0.064], [0.018, -0.002, 0.032], [0.029, 0.025, 0.058], [0.000, -0.044, -0.059], [-0.254, -0.096, -0.034], [0.005, 0.024, 0.029], [0.021, -0.024, -0.008], [0.040, -0.004, -0.048], [0.016, 0.032, 0.016], [-0.023, -0.001, 0.014], [-0.001, -0.020, -0.002], [0.013, -0.025, -0.001], [-0.027, -0.048, 0.042], [-0.041, -0.026, 0.019], [0.042, -0.025, 0.006], [-0.022, 0.029, -0.015], [-0.001, 0.017, 0.022], [0.016, 0.001, 0.021], [-0.031, -0.012, 0.023], [0.045, -0.009, 0.000], [-0.009, -0.061, 0.007], [-0.026, 0.009, 0.000], [-0.003, -0.003, -0.017], [0.009, -0.014, -0.014], [-0.017, 0.002, -0.009], [-0.002, -0.025, -0.014], [0.002, -0.073, -0.038], [0.088, 0.227, 0.057], [-0.054, -0.269, -0.002], [0.297, -0.276, -0.042], [0.071, 0.244, -0.206], [-0.041, 0.140, 0.302], [-0.066, -0.135, 0.045], [0.096, -0.071, -0.148], [-0.093, 0.058, -0.010], [-0.031, -0.117, -0.057], [-0.010, -0.044, -0.017], [0.004, -0.035, -0.004], [-0.069, 0.026, 0.001], [0.064, 0.258, 0.130], [0.003, -0.029, -0.005], [0.024, 0.004, 0.019], [-0.033, 0.011, -0.005], [-0.030, -0.010, -0.009], [-0.001, -0.013, 0.038], [-0.037, -0.016, 0.020], [-0.015, 0.025, 0.009], [0.001, 0.017, -0.013], [-0.001, -0.004, 0.039], [0.029, -0.018, 0.013], [-0.006, 0.027, 0.000], [-0.011, 0.024, -0.009], [0.019, 0.010, 0.023]],
  "lowdin_charge": [1.586, -0.150, -0.099, -0.271, 0.003, -0.014, -0.032, -0.144, 0.018, -0.221, -0.111, -0.273, 0.008, -0.008, -0.018, -0.112, -0.039, -0.130, -0.266, 0.014, -0.004, -0.014, -0.110, -0.028, 0.132, 0.136, 0.105, 0.128, 0.126, 0.127, 0.120, 0.022, 0.126, 0.150, 0.134, 0.128, 0.125, 0.118, 0.144, 0.102, 0.132, 0.130, 0.126, 0.066, -0.069, -0.247, 0.004, -0.766, 0.584, -0.016, -0.162, -0.270, -0.002, -0.221, 0.014, -0.010, -0.021, -0.126, 0.034, 0.085, 0.081, 0.051, 0.123, 0.073, 0.152, 0.082, 0.090, 0.106, 0.122, 0.128, 0.123, 0.094]
}